{"formula": "C21H53ClN4O7", "method": "ωB97M-V/def2-TZVPD", "species": ["H", "H", "O", "H", "C", "H", "H", "H", "H", "C", "H", "C", "H", "H", "H", "C", "O", "H", "C", "H", "H", "H", "H", "H", "H", "H", "C", "C", "H", "H", "H", "H", "C", "H", "H", "N", "H", "C", "H", "H", "C", "H", "C", "H", "Cl", "H", "H", "H", "H", "O", "C", "H", "C", "H", "C", "H", "H", "C", "C", "C", "H", "O", "N", "H", "C", "N", "H", "H", "C", "C", "H", "H", "O", "C", "H", "H", "H", "O", "H", "H", "O", "H", "H", "H", "N", "H"], "positions_angstrom": [[3.320, -0.158, -0.166], [-4.520, 3.841, -2.970], [0.366, -0.330, -2.673], [-0.772, -1.158, 0.996], [8.148, -0.328, -1.851], [3.323, 3.686, 2.699], [-9.463, -1.744, 3.306], [-6.164, -5.534, 1.435], [-2.073, 3.061, -0.880], [5.052, 2.651, 0.229], [2.582, -2.466, 0.385], [-8.925, -2.484, 2.701], [5.528, 2.375, 1.174], [-8.407, -3.294, 0.090], [-8.683, -1.009, 1.191], [3.365, 2.630, 2.981], [-6.505, -3.593, 0.899], [2.393, 3.326, 0.694], [-7.578, -2.723, 0.525], [-7.883, -5.129, 1.260], [-8.340, -3.093, 3.395], [2.968, 2.526, 3.993], [4.399, 2.280, 2.998], [4.172, 0.235, 1.137], [8.726, 1.578, -1.480], [-6.939, -4.553, 2.675], [-2.649, -2.390, 0.605], [7.251, -0.554, -0.636], [-2.882, 4.483, -2.754], [0.900, -3.183, -0.168], [-5.386, 3.925, 0.542], [7.700, -0.875, -2.689], [1.757, -2.444, -0.475], [10.071, -0.877, -2.649], [-2.616, -3.552, -1.467], [-5.353, 4.038, -0.472], [-5.667, 3.129, -0.826], [0.156, -0.894, -1.451], [-9.672, -3.129, 2.226], [9.584, -1.908, -1.314], [3.806, 1.821, -0.070], [-3.527, 0.239, -2.214], [2.568, 2.245, 0.754], [-3.409, -2.086, 1.447], [-1.548, -3.763, 1.233], [-2.523, 1.659, -2.566], [9.452, 0.411, 0.929], [-7.178, -2.097, -0.283], [3.562, 1.975, -1.128], [-3.674, 1.722, -0.817], [-1.632, -1.124, 0.203], [5.802, 2.507, -0.558], [-3.093, 2.986, -0.483], [-6.414, -0.581, 1.642], [9.585, -0.869, -1.666], [2.252, -2.771, -1.501], [-4.234, -3.632, -0.463], [10.234, -0.255, 0.558], [-3.334, -2.928, -0.784], [-3.952, 4.208, -0.881], [-3.812, -2.020, -1.363], [1.319, -1.025, -0.559], [-6.933, -1.128, 2.330], [-3.544, 5.080, -0.356], [-6.914, -4.756, 1.603], [4.122, 0.399, 0.127], [6.198, -0.416, -0.912], [1.688, 1.766, 0.309], [-3.488, 1.331, -2.169], [-3.908, 4.524, -2.374], [11.163, 0.017, 1.065], [-2.235, -0.115, 0.352], [2.590, 1.811, 2.118], [-8.062, -1.784, 1.654], [7.361, -1.573, -0.251], [-4.305, 1.713, -2.784], [-6.272, -1.862, 2.602], [-1.214, -1.362, -1.187], [9.998, -1.296, 0.799], [-2.999, 2.984, 0.610], [10.420, -0.055, -0.835], [4.812, 3.719, 0.266], [-4.289, 5.535, -2.560], [7.457, 0.144, 0.179], [8.150, 1.103, -2.182], [8.671, 1.238, -3.049]], "forces_ev_per_a": [[0.160, 0.198, -0.086], [0.071, 0.012, 0.153], [-1.461, -3.756, 8.301], [-1.321, 0.186, -1.889], [0.270, 0.099, 0.512], [0.052, -0.036, -0.082], [0.167, -0.111, -0.126], [-0.038, 0.118, -0.079], [-0.058, -0.029, -0.179], [0.265, 0.165, -0.243], [-1.855, 0.148, -1.987], [-0.316, 0.074, 0.153], [-0.143, -0.022, -0.046], [-0.013, -0.095, 0.154], [0.147, -0.060, -0.069], [-0.093, -0.397, 0.156], [-0.569, 0.107, -0.206], [0.163, 0.053, 0.099], [0.250, 0.264, -0.053], [-0.019, 0.095, 0.035], [0.014, 0.075, -0.149], [-0.066, -0.016, -0.126], [0.106, 0.235, 0.011], [0.099, 0.104, -0.297], [-0.264, -0.146, -0.162], [-0.200, -0.141, 0.036], [0.578, 0.938, -1.850], [-0.356, -0.154, -0.172], [-0.100, -0.022, 0.024], [1.486, 1.621, -0.669], [-0.052, 0.145, -0.147], [0.151, 0.051, -0.007], [1.076, -1.149, 0.472], [0.033, 0.109, 0.147], [-1.226, 1.527, 1.493], [0.126, -0.328, 0.226], [0.063, 0.347, 0.016], [1.044, 2.664, -6.765], [0.081, 0.040, 0.046], [-0.076, 0.045, 0.165], [0.065, 0.012, 0.462], [0.089, 0.092, 0.086], [-0.135, -0.377, -0.128], [1.587, -0.735, -1.776], [-0.937, 0.899, -0.194], [-0.046, 0.027, 0.024], [-0.101, -0.174, 0.163], [0.078, -0.094, 0.129], [-0.111, -0.079, 0.118], [0.454, 0.374, 0.075], [-1.409, -0.839, 2.405], [-0.150, -0.058, 0.124], [-0.189, 0.031, 0.295], [-0.132, 0.054, 0.145], [0.076, 0.277, -0.319], [-1.129, 0.760, 2.152], [1.877, 1.444, -0.726], [0.201, 0.372, -0.096], [-1.464, -0.379, 0.869], [-0.123, -0.407, -0.260], [1.118, -1.801, 1.103], [-3.643, -1.383, -1.716], [0.261, -0.135, -0.305], [-0.011, -0.156, 0.071], [0.407, 0.018, 0.079], [-0.445, -0.100, 0.236], [0.304, 0.062, 0.143], [0.125, -0.051, 0.139], [-0.271, -0.226, 0.033], [0.069, 0.297, -0.191], [-0.017, -0.049, -0.140], [1.262, -1.961, -0.862], [-0.010, 0.486, -0.364], [0.233, -0.403, 0.163], [0.044, 0.059, -0.002], [0.129, 0.054, -0.177], [-0.277, 0.211, 0.029], [4.247, 1.850, 1.637], [-0.087, 0.025, -0.052], [-0.104, -0.080, -0.107], [-0.288, -0.562, -0.077], [0.014, -0.083, 0.031], [0.028, -0.216, 0.091], [0.037, -0.031, -0.125], [0.385, 0.009, -0.068], [-0.188, 0.008, 0.076]], "mulliken_charge": [0.1220, 0.2780, -0.5638, 0.3873, 0.3260, 0.3113, 0.3608, 0.2393, 0.4153, -1.4589, 0.2177, -1.3940, 0.2679, 0.3969, 0.4082, -0.7065, -0.2196, 0.4566, -0.7407, 0.3383, 0.2749, 0.2555, 0.2422, 0.2884, 0.2929, 0.2624, 0.2229, -1.1139, 0.3467, 0.2102, 0.2778, 0.3644, -0.5743, 0.3644, 0.3294, -0.7574, 0.3261, 0.2983, 0.3433, 0.3899, 0.2620, 0.0089, -0.4131, 0.2128, -0.2405, 0.3320, 0.2174, 0.3188, 0.3549, -0.2467, -0.1564, 0.2942, -0.7218, 0.2280, -0.7390, 0.2904, 0.2320, -0.6272, -0.7338, 0.2800, 0.0045, -0.1098, -0.7058, 0.4265, -0.7674, -0.2626, 0.2323, 0.0755, -0.5496, -1.3752, 0.2587, -0.0015, -0.3665, 0.3543, 0.3804, 0.2751, 0.3299, -0.1697, 0.2886, 0.3432, -0.3892, 0.3800, 0.3447, 0.1496, -0.6566, 0.2713], "mol_weight_g_mol": 509.129, "lumo_ev": 0.48, "smiles": "COC(=O)OC[C@@H](C)Cl.COC[C@@H](C)N.COC[C@@H](C)N.COC[C@@H](C)N.COC[C@@H](C)N", "orbital_gap_ev": 9.4, "e_above_lowest_kcal_mol": 88.7, "e_tot_ev": -55445.879}

{"formula": "C21H54ClF2N7O19P2S2", "method": "ωB97M-V/def2-TZVPD", "species": ["H", "H", "H", "H", "C", "H", "H", "H", "H", "C", "C", "H", "C", "C", "H", "O", "O", "O", "C", "C", "F", "C", "N", "H", "H", "C", "H", "C", "H", "H", "H", "H", "O", "N", "O", "N", "H", "O", "H", "O", "H", "H", "F", "H", "H", "C", "O", "O", "H", "P", "C", "N", "H", "H", "H", "H", "H", "H", "H", "O", "O", "H", "H", "O", "C", "C", "H", "S", "C", "H", "H", "N", "C", "H", "N", "H", "H", "P", "H", "C", "O", "H", "H", "H", "H", "O", "C", "H", "C", "H", "O", "O", "H", "H", "H", "C", "N", "H", "H", "S", "O", "Cl", "H", "O", "C", "H", "H", "O"], "positions_angstrom": [[-2.213, -4.427, 3.476], [2.207, 0.526, -5.976], [2.729, 2.737, -3.781], [3.580, 0.223, 0.382], [-6.119, -1.253, 0.766], [4.211, -1.715, -4.377], [5.260, -1.557, -3.027], [4.378, 2.225, -3.903], [6.660, 5.984, 2.831], [-2.090, -3.827, 2.564], [5.331, 0.922, -1.947], [1.084, 0.015, -4.718], [-4.042, -4.223, -1.394], [4.437, 4.779, 3.415], [1.960, 5.996, -0.543], [-5.643, 2.578, 2.137], [0.704, 4.324, 1.151], [5.262, 4.260, 4.120], [3.687, 1.174, -0.150], [3.380, 2.017, -4.292], [-3.557, 3.827, -1.570], [0.942, 3.465, 0.142], [2.974, 0.649, -4.026], [2.898, 5.160, 0.737], [2.764, 1.721, -0.029], [-6.316, -3.418, 1.959], [-5.197, -5.715, 0.735], [2.613, 5.152, -0.313], [-3.242, -1.069, 3.083], [-3.067, -2.408, 4.279], [-0.976, -2.983, -5.496], [3.420, 2.227, -5.359], [-1.046, 0.422, 2.249], [-3.320, -3.071, 2.352], [3.251, 4.320, 3.073], [-3.670, 2.498, 0.456], [-7.173, -1.229, 1.042], [0.075, -1.274, 1.041], [4.424, -3.025, -3.238], [-3.452, 3.416, 2.850], [-5.102, -4.421, -1.618], [-3.493, -5.083, -1.801], [-3.836, 1.160, 2.443], [-5.579, -0.374, 1.123], [2.443, -1.033, -5.193], [0.022, -4.309, -0.370], [0.311, 2.508, -0.153], [-3.321, -1.645, 0.091], [-5.692, -4.013, 2.634], [-3.896, -2.760, 0.821], [-4.119, -5.504, 0.692], [-5.527, -2.532, 1.161], [-6.992, -2.888, 2.639], [2.913, -3.344, -1.533], [-3.734, -5.529, 1.709], [-0.072, -5.361, -0.100], [-4.647, -1.960, 3.574], [-0.108, 4.625, 2.899], [3.661, 2.272, 3.535], [0.140, -4.250, -1.791], [1.432, 0.347, -1.878], [5.894, 0.127, -1.436], [-6.092, -1.136, -0.326], [1.372, 0.334, 2.180], [2.135, 0.001, -5.023], [2.895, 3.038, 3.604], [-0.465, -1.513, -4.777], [-4.132, 4.000, -0.091], [-0.955, -2.458, -4.536], [3.563, -2.112, -0.536], [-1.229, -3.172, 2.733], [3.184, -1.469, -2.505], [-3.574, -2.067, 3.379], [3.475, 5.195, -0.977], [3.938, 0.943, -1.581], [1.837, -2.045, -0.957], [1.985, 2.695, 3.121], [2.757, 0.163, -2.449], [5.797, 1.893, -1.756], [-0.468, -3.200, -2.369], [-5.520, 4.243, -0.283], [4.529, 1.715, 0.285], [-3.665, -3.295, -1.811], [5.442, 0.684, -3.007], [0.941, -3.902, 0.052], [-0.126, -3.213, -3.672], [-0.335, 3.932, 2.091], [-1.349, 3.987, 1.717], [5.808, 6.633, 3.041], [-0.139, 2.911, 2.420], [-3.296, 5.049, 0.403], [4.581, 5.982, 2.823], [2.616, 3.172, 4.652], [-0.820, -3.734, 0.004], [-3.627, -6.329, 0.161], [2.829, -2.268, -1.347], [-3.839, -4.246, 0.047], [5.887, 7.013, 4.062], [5.869, 7.496, 2.381], [-4.226, 2.635, 1.930], [0.186, -1.255, 3.394], [0.117, -0.413, 2.201], [-1.965, -2.304, -4.167], [-1.162, -2.417, -1.807], [4.262, -1.945, -3.309], [-1.916, -4.466, 1.703], [-6.906, -4.115, 1.345], [1.996, 3.903, -0.592]], "forces_ev_per_a": [[0.037, -0.192, -0.151], [0.111, 0.074, 0.049], [-0.132, 0.066, -0.297], [0.012, 0.095, 0.127], [0.037, 0.107, -0.937], [-0.484, 0.106, 0.084], [-0.164, 0.107, 0.201], [0.010, -0.141, -0.040], [-0.085, -0.095, 0.098], [-0.018, 0.442, 0.275], [0.069, -0.561, -0.355], [0.014, -0.059, -0.044], [-0.033, -0.919, 0.563], [-0.096, 0.231, -0.097], [-0.131, -0.067, 0.113], [-0.303, 0.752, -0.555], [-0.178, -0.378, -0.255], [0.104, -0.066, 0.076], [-0.220, -0.513, -0.131], [0.028, 0.562, 0.625], [-0.321, -0.305, 0.057], [-0.558, 1.174, 0.089], [0.902, -0.145, -0.512], [0.189, 0.380, -0.073], [-0.084, 0.005, 0.116], [-0.028, -0.463, 0.357], [0.035, -0.140, -0.055], [-0.090, -0.324, 0.289], [0.405, -0.092, 0.146], [-0.008, 0.254, 0.122], [-0.161, -0.275, 0.220], [-0.229, -0.154, -0.060], [0.423, 0.220, 0.122], [0.177, -0.766, -0.360], [0.228, -0.230, -0.245], [-1.627, 2.765, -0.225], [0.071, 0.071, 0.276], [-0.070, 0.067, 0.034], [-0.604, -0.044, 0.120], [-0.159, 0.824, -0.419], [-0.012, 0.379, -0.238], [0.119, 0.204, -0.232], [0.089, 0.073, -0.657], [-0.109, -0.136, 0.432], [-0.098, -0.011, 0.088], [0.341, 0.027, 0.309], [0.113, -0.273, 0.111], [-0.174, 0.279, -0.847], [0.153, -0.049, -0.232], [-0.882, -0.554, 1.646], [-0.232, -0.088, 0.008], [0.154, 1.150, -0.199], [-0.073, 0.205, -0.262], [-0.271, 0.099, -0.517], [-0.101, 0.156, 0.048], [-0.030, -0.017, -0.067], [0.019, -0.242, 0.066], [-0.606, -0.030, 0.185], [0.247, 0.254, -0.262], [-0.019, -0.129, -0.405], [-0.338, -0.048, 0.142], [0.024, 0.199, 0.253], [-0.053, -0.120, 0.075], [-0.485, 0.631, -0.132], [-0.317, 0.010, 0.089], [-0.929, -0.315, 0.895], [-0.259, 0.199, 0.432], [2.208, -0.752, -1.998], [0.482, 0.376, -0.939], [-0.240, 0.172, 0.108], [0.008, 0.007, -0.230], [-0.893, -0.099, -0.772], [-0.361, 0.334, -0.238], [0.105, -0.020, 0.111], [0.187, 0.708, -0.035], [0.016, 0.276, -0.121], [0.202, 0.101, -0.462], [0.312, -0.648, 0.350], [0.065, -0.040, 0.085], [0.404, -0.148, 0.428], [-0.349, -0.059, 0.097], [-0.020, 0.159, -0.122], [-0.127, 0.074, -0.041], [-0.038, 0.178, -0.027], [-0.114, 0.017, 0.189], [-0.263, -0.461, 0.032], [1.001, -0.258, 0.328], [0.047, 0.310, -0.273], [0.676, 0.369, 0.258], [-0.160, -0.042, -0.074], [-0.311, 0.343, 0.396], [-0.276, 0.013, -0.245], [0.272, -0.028, 0.061], [-0.017, 0.110, -0.169], [-0.042, 0.106, -0.145], [0.735, -0.280, 0.785], [0.983, 0.177, -0.007], [-0.017, -0.229, 0.047], [-0.306, -0.118, -0.171], [0.543, -3.512, 3.361], [-0.464, 0.008, 0.108], [0.931, -1.105, 0.097], [0.084, 0.043, 0.258], [-0.424, 0.238, -0.438], [1.703, -0.212, -0.248], [0.177, -0.094, 0.101], [-0.134, 0.021, 0.133], [0.070, -0.256, -0.657]], "mulliken_charge": [0.3320, 0.4140, 0.3155, 0.2199, -1.1435, 0.2715, 0.2390, 0.2919, 0.3016, -0.8239, -1.4328, 0.1739, -1.2983, 0.6682, 0.2730, -0.6553, -0.3186, -0.5723, -0.3001, -0.9864, -0.2859, 0.6824, 0.3201, 0.0916, -0.6103, -1.2695, 0.2300, -0.5114, 0.1560, 0.4648, 0.3023, 0.3866, -0.5186, 0.2850, -0.0711, -0.0345, 0.4022, -0.5615, 0.3866, -0.6106, 0.2424, 0.3234, -0.1885, 0.3492, 0.2876, -0.2870, -0.2861, -0.8373, 0.4144, 0.4428, -1.0881, 0.4637, 0.4588, 0.4695, 0.3424, 0.3830, 0.2695, 0.2919, 0.3363, -0.4590, -0.6385, 0.2926, 0.2388, -0.5970, -1.0260, -0.5668, 0.0697, 1.0000, -0.5277, 0.3495, 0.0730, 0.6638, -1.0136, 0.2125, 0.7277, -0.0191, -0.0349, -0.1421, 0.2787, 0.9211, -0.6344, 0.4779, 0.3857, 0.5706, 0.2124, -0.3960, -0.1672, -0.0655, -0.7101, 0.0118, -0.6170, -0.2872, 0.3548, -0.0764, 0.3561, -1.0110, 0.6577, 0.2751, 0.2348, 1.0230, -0.8264, 1.5227, 0.2828, -0.3174, -1.0323, 0.3252, 0.2344, -0.1777], "mol_weight_g_mol": 908.224, "lumo_ev": 3.71, "total_charge": -2, "orbital_gap_ev": 7.4, "e_above_lowest_kcal_mol": 0.0, "e_tot_ev": -130187.862}